Computed, not measured: 2 unconnected molecules or ions with the total composition C18H19F8N3O4 in a non-equilibrium geometry, with ωB97M-V/def2-TZVPD.

Calculated values
Highest occupied orbital energy: -9.063 eV
Energy relative to the best compared isomer or geometry (same formula, charge and spin): 15.1 kcal/mol
E: -1961.31148 a.u.
Structure (SMILES): CCCNC1=CC(=O)C(OC#N)=C(N=C(C)C)C1=O.FC(F)C(F)(F)COC(F)(F)C(F)F
Spin multiplicity: 1
Orbital gap: 8.17 eV

CARTESIAN COORDINATES (ANGSTROEM)
C -1.02488 1.74292 -2.01144
C 0.16815 1.72617 -2.97236
C 0.04202 0.77595 -4.20238
N -1.02962 -0.22234 -4.16481
C -0.82184 -1.36787 -3.38523
C -1.56736 -2.44716 -3.61711
C -1.37943 -3.65265 -2.76297
O -1.43700 -4.78084 -3.18563
C -1.08465 -3.34567 -1.32031
O -1.62568 -4.17387 -0.31196
C -2.91136 -4.03024 -0.34918
N -4.06952 -3.88979 -0.45740
C -0.34509 -2.28892 -1.03187
N -0.02806 -1.88156 0.25761
C 0.73390 -2.68154 0.92787
C 2.08032 -3.10952 0.39858
C 0.27225 -3.15380 2.27979
C 0.16442 -1.50166 -2.25071
O 1.30118 -1.10438 -2.23951
H -0.64716 1.99979 -1.02675
H -1.71855 2.54188 -2.25544
H -1.53519 0.79012 -1.89672
H 1.09817 1.49877 -2.45948
H 0.29125 2.73544 -3.36117
H 0.96604 0.22316 -4.31889
H -0.14121 1.38819 -5.08089
H -1.94062 0.18247 -4.01482
H -2.31325 -2.46268 -4.39288
H 2.69705 -3.42041 1.23501
H 2.54811 -2.27730 -0.11181
H 1.95927 -3.92157 -0.32014
H 1.09897 -3.48842 2.89950
H -0.49136 -3.90621 2.10790
H -0.21457 -2.32266 2.77654
F -0.43316 2.86008 1.05288
C -0.38753 1.53519 1.28497
F -1.63190 1.05132 1.06960
C 0.03301 1.20651 2.71705
F -0.88755 1.65296 3.59634
F 0.02824 -0.15353 2.80144
C 1.43476 1.65965 3.18129
O 1.55030 2.85208 3.95655
C 1.64799 4.09922 3.36559
F 1.84857 3.99498 2.04081
F 2.75253 4.68238 3.87567
C 0.45391 4.99653 3.70775
F -0.70630 4.44171 3.31882
F 0.58180 6.17965 3.06649
H 0.29189 1.06843 0.56539
H 1.76263 0.88187 3.86991
H 2.15582 1.64332 2.36419
H 0.41028 5.17384 4.78430

Forces on the atoms, in the same order (eV/Å):
C 0.751 0.297 0.350
C -0.173 -0.153 -0.445
C -0.478 0.273 0.364
N 1.067 0.254 0.518
C -0.610 0.176 -0.419
C 0.119 -0.573 0.683
C -0.278 0.135 -0.014
O -0.328 -0.113 0.175
C 0.017 -0.243 -0.542
O 0.344 0.030 -0.244
C -2.805 0.052 -0.246
N 2.301 -0.305 0.397
C 1.083 1.644 -0.333
N -0.889 -1.710 -0.033
C 0.052 0.638 0.231
C -0.575 -0.430 0.117
C 0.753 1.204 -0.002
C -0.081 -0.082 0.218
O -0.047 0.342 -0.024
H -0.132 0.095 -0.111
H -0.351 -0.192 -0.180
H -0.147 -0.039 -0.110
H -0.023 -0.153 0.232
H 0.103 0.090 -0.003
H 0.167 0.090 -0.249
H 0.103 -0.099 -0.221
H -0.141 -0.108 -0.111
H 0.098 -0.243 -0.327
H 0.160 -0.257 -0.083
H -0.015 0.125 -0.151
H 0.166 -0.161 0.031
H -0.119 -0.364 0.050
H 0.098 -0.301 0.006
H -0.233 0.013 0.099
F 0.169 0.255 0.308
C -0.218 -0.404 -0.333
F 0.018 -0.076 0.182
C 0.031 0.593 0.665
F -0.087 0.070 -0.114
F 0.172 0.007 -0.131
C 0.607 -0.139 0.161
O -0.726 0.188 -0.372
C 0.509 -0.873 -0.040
F -0.227 0.118 -0.113
F -0.055 0.192 0.115
C -0.221 0.293 0.240
F 0.005 -0.208 -0.147
F 0.165 -0.024 -0.030
H 0.073 -0.059 0.116
H -0.130 0.015 0.061
H -0.173 0.157 -0.201
H 0.129 -0.035 0.008

Here are the natural (NBO) charges for atoms 1 to 6, given in e: atom 1 (C): -0.61, atom 2 (C): -0.43, atom 3 (C): -0.22, atom 4 (N): -0.60, atom 5 (C): 0.10, atom 6 (C): -0.29

***

Computed, not measured: a molecular structure, C18H19IN2SV in a non-equilibrium geometry, with ωB97M-V/def2-TZVPD.

Calculated values
⟨S²⟩: 0.816
Highest occupied orbital energy (alpha / beta): -14.677 / -14.650 eV
Energy relative to the best compared isomer or geometry (same formula, charge and spin): 87.4 kcal/mol
Total charge: +2
E: -2446.02340 a.u.
Spin multiplicity: 2
Orbital gap (alpha / beta): 5.32 / 5.38 eV

CARTESIAN COORDINATES (ANGSTROEM)
C -1.23762 -2.30301 0.26887
C -2.52460 -1.08988 0.55161
H -0.50039 -2.14524 -0.56126
H -1.82752 -3.16035 -0.02740
H -0.76898 -2.53100 1.21587
H -2.56038 -0.16095 -0.07334
H -3.41273 -1.65053 0.29394
H -2.55748 -0.87876 1.61167
C 1.93905 -0.99511 -1.66651
C 3.06953 -0.76850 -2.45680
C 3.14424 0.39197 -3.23284
C 2.09535 1.30538 -3.16722
H 1.83949 -1.88424 -1.03930
H 3.86735 -1.50718 -2.45523
H 4.00375 0.58276 -3.87211
H 2.09537 2.23174 -3.73647
N 0.90815 -0.13118 -1.63779
C 0.99044 1.03529 -2.33603
C -0.11384 1.98022 -2.12928
N -1.08528 1.56744 -1.27148
C -2.09324 2.39722 -0.95433
C -1.23474 4.10573 -2.42305
C -2.19933 3.67448 -1.50801
H -2.82427 2.00859 -0.24326
H -3.03845 4.30033 -1.21443
C -0.17972 3.25150 -2.73368
H 0.60750 3.52969 -3.43044
H -1.30437 5.08928 -2.88266
V -1.00466 -0.56262 -0.48906
I -2.07662 -1.22870 -2.77163
S 0.06086 0.45508 1.31930
C 0.38586 -0.56943 2.64961
C -0.61309 -0.85775 3.60737
C -0.33071 -1.72123 4.66113
C 0.95050 -2.27134 4.80361
C 1.96131 -1.94033 3.88814
C 1.69076 -1.08796 2.82375
H -1.59188 -0.39271 3.50176
H -1.11818 -1.96438 5.37644
H 1.16478 -2.94942 5.63046
H 2.96623 -2.34585 4.00709
H 2.45753 -0.80906 2.10300

Forces on the atoms, in the same order (eV/Å):
C -3.017 -2.355 2.549
C -2.003 -3.818 2.367
H 0.228 -1.435 0.053
H 0.030 -0.133 -0.152
H 0.492 0.156 0.247
H -1.296 0.003 0.361
H -0.180 0.007 -0.187
H 0.103 0.233 0.040
C 0.079 0.379 -0.479
C -0.267 -0.038 0.217
C -0.331 -0.177 0.234
C -0.656 -0.173 0.551
H 0.168 0.224 -0.295
H -0.137 0.198 -0.027
H -0.182 -0.058 0.154
H 0.236 -0.303 0.099
N -0.206 -0.067 0.254
C 0.759 -0.747 -0.214
C -0.780 0.643 0.092
N 0.113 -0.466 0.403
C 0.219 0.322 -0.407
C -0.066 -0.364 0.200
C -0.009 -0.343 0.163
H 0.120 0.340 -0.224
H 0.212 -0.067 -0.119
C 0.052 -0.813 0.385
H -0.326 0.145 0.186
H 0.017 -0.207 0.112
V 6.913 9.509 -5.789
I 0.278 0.099 0.425
S -0.557 0.262 -2.144
C 0.294 -1.338 1.802
C 0.391 -0.088 -0.603
C 0.158 -0.089 0.092
C -0.040 0.207 -0.298
C -0.237 -0.026 0.196
C -0.594 0.178 -0.249
H 0.125 -0.109 0.194
H 0.290 0.103 -0.159
H -0.069 0.224 -0.243
H -0.289 0.111 -0.004
H -0.034 -0.128 0.215

Here are the natural (NBO) charges for atoms 1 to 6, given in e: atom 1 (C): -0.59, atom 2 (C): -0.57, atom 3 (H): 0.26, atom 4 (H): 0.32, atom 5 (H): 0.31, atom 6 (H): 0.26

***

Computed, not measured: a single C18H19N3O2 molecule in a non-equilibrium geometry, with ωB97M-V/def2-TZVPD.

Calculated values
Highest occupied orbital energy: -7.952 eV
Energy relative to the best compared isomer or geometry (same formula, charge and spin): 361.2 kcal/mol
E: -1011.55578 a.u.
Structure (SMILES): CCCCCC(=O)Nc1cccc(-c2nc3ncccc3o2)c1
Spin multiplicity: 1
Orbital gap: 7.77 eV

CARTESIAN COORDINATES (ANGSTROEM)
C -1.32836 -2.77024 -6.13722
C -0.63985 -1.49520 -5.99139
C -0.63545 -0.89597 -4.59444
C -0.01291 0.47073 -4.67659
C -0.27350 1.05651 -3.32635
C 0.76028 0.46690 -2.40897
O 1.72133 -0.09925 -2.76779
N 0.38947 0.50435 -1.04883
C 0.96831 0.06452 0.10888
C 2.19728 -0.64829 0.21322
C 2.39507 -1.10232 1.42391
C 2.06942 -0.83091 2.51827
C 1.08263 0.07287 2.51901
C 0.21467 0.65630 3.71395
N -0.74982 1.25070 3.95107
C -0.99934 1.55717 5.11664
N -2.10143 2.06823 5.69656
C -1.93103 2.20465 6.91998
C -1.04419 1.43284 7.84277
C -0.02628 0.82994 7.17737
C -0.04950 0.45264 5.93476
O 0.72961 0.16625 5.06554
C 0.32693 0.57894 1.36697
H -1.12612 -3.29089 -7.27286
H -2.42488 -2.52926 -5.88972
H -0.76431 -3.37906 -5.61201
H -0.93180 -0.61625 -6.92637
H 0.47516 -1.68587 -6.41749
H -0.05661 -1.56600 -3.96397
H -1.81077 -0.87265 -4.44505
H -0.52724 1.16690 -5.50977
H 1.02314 0.33797 -5.02074
H 0.24973 2.04236 -3.42446
H -1.04348 1.16634 -2.97707
H -0.30938 1.13752 -0.88760
H 2.50944 -1.07257 -0.72545
H 3.50092 -1.59338 1.33549
H 2.27551 -0.89495 3.55163
H -2.87216 2.78213 7.40892
H -1.13502 1.37161 8.97718
H 0.41164 0.21908 7.82622
H -0.50711 1.28562 1.35583

Forces on the atoms, in the same order (eV/Å):
C -3.354 1.410 -5.621
C 3.722 3.072 -4.905
C -2.603 -0.488 -3.049
C -2.564 0.693 -1.933
C 18.314 0.777 -6.233
C -2.763 -0.451 2.667
O 3.031 -1.335 -0.990
N 1.023 -0.606 -1.724
C -0.013 1.895 2.361
C -5.700 1.711 -4.264
C 13.771 -7.732 -11.561
C -5.961 4.922 14.774
C -9.477 5.978 -0.138
C 9.995 -7.379 -0.872
N -6.189 4.973 -7.290
C -2.086 -3.413 8.719
N 2.118 0.703 -5.411
C -3.483 0.142 8.989
C -2.104 3.284 -1.687
C -0.920 -1.151 4.604
C -5.986 8.109 -3.194
O 5.832 -3.860 -4.999
C 4.654 -3.116 -1.445
H -1.180 1.787 2.846
H 1.429 -1.551 -0.290
H 1.554 -3.613 3.464
H 0.213 -2.381 3.007
H -1.980 0.505 1.373
H -0.429 0.048 0.514
H 2.333 0.151 0.868
H 0.890 -1.757 1.761
H -0.215 0.501 0.778
H -0.904 0.211 0.304
H -15.099 1.619 6.058
H -2.231 1.644 0.450
H 0.951 0.057 0.178
H -2.350 -0.087 0.580
H 1.819 -1.728 0.714
H 2.297 -1.251 -0.566
H 0.042 0.556 -1.935
H 3.239 -2.413 2.781
H 0.362 -0.438 0.317

Here are the natural (NBO) charges for atoms 1 to 6, given in e: atom 1 (C): -0.60, atom 2 (C): -0.36, atom 3 (C): -0.44, atom 4 (C): -0.38, atom 5 (C): -0.45, atom 6 (C): 0.71

***

> Among the records above, which one has the lowest E?

C18H19IN2SV

***

> The highest spin multiplicity belongs to which entry?

C18H19IN2SV